Run P
{
  "formula": "C5H14O2",
  "method": "wB97M-V/def2-TZVPD",
  "elements": ["C", "O", "C", "C", "C", "C", "H", "H", "H", "H", "H", "H", "H", "H", "H", "H", "H", "H", "H", "H", "O"],
  "coordinates": [[-2.28, -0.24, 0.22], [-2.05, -1.58, -0.08], [-1.01, 0.58, 0.28], [-0.36, 0.60, -1.08], [0.59, 1.81, -1.22], [0.27, -0.73, -1.43], [-2.80, 0.07, -0.68], [-3.01, -0.21, 1.06], [-1.52, -2.03, 0.62], [-1.28, 1.59, 0.61], [-0.33, 0.27, 1.07], [-1.15, 0.79, -1.81], [0.03, 2.70, -0.89], [0.77, 2.04, -2.27], [1.50, 1.74, -0.64], [1.27, -0.76, -0.99], [-0.31, -1.55, -0.95], [0.37, -0.94, -2.49], [4.53, -1.57, 3.57], [3.10, -1.30, 3.16], [3.68, -1.28, 3.93]],
  "spin_multiplicity": 2,
  "e_lumo_ev": [-3.50, -9.77],
  "charge": 1,
  "s_squared": 0.755,
  "homo_energy_ev": [-13.84, -13.84]
}



Run Q
{
  "formula": "C5H14O2",
  "method": "wB97M-V/def2-TZVPD",
  "elements": ["C", "C", "C", "C", "C", "H", "H", "H", "H", "H", "H", "H", "H", "H", "H", "H", "H", "O", "H", "H", "O"],
  "coordinates": [[1.89, 1.59, 0.63], [0.93, 0.80, -0.21], [-0.13, 0.04, 0.27], [-0.50, -1.26, -0.27], [1.52, 0.64, -1.59], [1.91, 2.72, 0.42], [2.95, 1.26, 0.65], [1.62, 1.48, 1.70], [-0.21, 0.13, 1.37], [0.02, -2.04, 0.26], [-1.56, -1.59, 0.12], [-0.62, -1.38, -1.33], [1.30, -0.32, -2.03], [2.61, 0.65, -1.53], [1.25, 1.40, -2.21], [-1.30, 1.58, -0.41], [-2.69, 2.33, -0.58], [-2.04, 1.99, 0.09], [-2.52, -3.74, 2.22], [-2.43, -3.14, 0.79], [-1.98, -3.15, 1.62]],
  "spin_multiplicity": 2,
  "e_lumo_ev": [-4.63, -8.12],
  "charge": 1,
  "s_squared": 0.753,
  "homo_energy_ev": [-14.92, -14.94]
}



In kcal/mol, relative to the most stable structure: run P 5.8; run Q 0.0.



Run P
{
  "formula": "C8H8N4O",
  "method": "wB97M-V/def2-TZVPD",
  "elements": ["C", "C", "C", "C", "C", "C", "C", "C", "N", "N", "N", "N", "O", "H", "H", "H", "H", "H", "H", "H", "H"],
  "coordinates": [[-0.33, 1.13, 1.62], [-1.71, -1.72, -1.60], [-0.12, 1.14, 0.13], [1.38, 0.11, 3.01], [-2.21, 0.23, -0.92], [-0.61, -1.23, -0.91], [2.19, 1.76, 0.42], [0.78, -1.78, -1.14], [0.54, 0.77, 2.46], [-2.72, -0.79, -1.53], [1.26, 1.29, -0.15], [-0.85, 0.12, -0.65], [3.13, 2.20, 0.88], [-1.16, 1.66, 2.03], [-2.07, -2.65, -2.05], [-0.53, 2.03, -0.33], [2.36, 0.32, 3.32], [-2.57, 1.26, -0.97], [1.43, -1.18, -1.84], [1.24, -1.94, -0.14], [0.60, -2.71, -1.63]],
  "spin_multiplicity": 1,
  "e_lumo_ev": 0.53,
  "homo_energy_ev": -8.45
}



Run Q
{
  "formula": "C8H8N4O",
  "method": "wB97M-V/def2-TZVPD",
  "elements": ["C", "C", "C", "C", "C", "C", "C", "C", "N", "N", "N", "N", "O", "H", "H", "H", "H", "H", "H", "H", "H"],
  "coordinates": [[3.13, -1.38, 0.36], [0.08, 2.59, -0.07], [2.14, -0.41, 0.08], [-1.72, -0.50, 0.37], [1.37, -0.71, -1.28], [0.56, 0.58, -1.59], [0.03, 1.25, -0.32], [-2.78, -0.68, 1.47], [3.88, -2.16, 0.75], [-0.12, 3.68, 0.31], [1.92, 0.50, 0.90], [-0.96, 0.66, 0.46], [-1.47, -1.44, -0.37], [2.08, -0.97, -2.06], [0.70, -1.54, -1.23], [1.35, 1.21, -2.01], [-0.18, 0.42, -2.26], [-3.62, -1.43, 1.28], [-2.04, -1.22, 2.10], [-3.02, 0.12, 2.09], [-1.34, 1.41, 1.01]],
  "spin_multiplicity": 1,
  "e_lumo_ev": [-1.28, -1.33],
  "homo_energy_ev": [-8.73, -10.08]
}



In kcal/mol, relative to the most stable structure: run P 0.0; run Q 1.7.



Run P
{
  "formula": "C3H9S",
  "method": "wB97M-V/def2-TZVPD",
  "elements": ["C", "C", "H", "H", "H", "H", "H", "H", "C", "S", "H", "H", "H"],
  "coordinates": [[1.90, -2.11, -1.09], [1.01, -2.05, 0.14], [2.15, -1.12, -1.49], [1.59, -2.75, -1.92], [2.89, -2.49, -0.79], [1.07, -1.08, 0.62], [-0.06, -2.18, -0.07], [1.22, -2.76, 0.94], [-2.15, 3.58, 1.08], [-3.25, 2.24, -0.72], [-1.31, 3.33, 0.45], [-2.50, 4.59, 1.12], [-2.55, 2.80, 1.72]],
  "spin_multiplicity": 1,
  "e_lumo_ev": 3.39,
  "charge": -1,
  "homo_energy_ev": -2.42
}



Run Q
{
  "formula": "C3H9S",
  "method": "wB97M-V/def2-TZVPD",
  "elements": ["S", "H", "C", "C", "C", "H", "H", "H", "H", "H", "H", "H", "H"],
  "coordinates": [[-2.54, 1.79, -1.82], [-2.24, 0.54, -2.21], [0.38, 0.15, -0.89], [0.96, 0.17, 0.52], [0.15, -0.92, 1.41], [0.68, 0.93, -1.59], [0.25, -0.86, -1.29], [-0.60, 0.51, -0.75], [2.08, -0.13, 0.67], [1.02, 1.11, 1.11], [0.09, -1.81, 0.85], [-0.82, -0.44, 1.50], [0.57, -1.03, 2.47]],
  "spin_multiplicity": 1,
  "e_lumo_ev": 3.90,
  "charge": -1,
  "homo_energy_ev": -2.49
}



In kcal/mol, relative to the most stable structure: run P 44.4; run Q 0.0.